This record from the Open Molecules 2025 dataset describes 11 unconnected molecules or ions with the total composition C33H96O43P10 at a distorted geometry. The level of theory is the ωB97M-V functional and the def2-TZVPD basis.

```
182
Properties=species:S:1:pos:R:3
C 1.06409 5.18509 -13.61150
O 0.94698 4.33056 -14.76154
P 1.58596 4.79517 -16.13694
O 2.79269 5.62687 -16.00573
O 1.82360 3.45969 -16.99005
C 2.18437 3.50319 -18.35812
O 0.35654 5.39989 -16.98953
C -0.32938 6.60936 -16.59718
H 1.16514 6.23128 -13.90154
H 1.86270 4.73973 -13.02765
H 0.12378 5.22485 -13.05917
H 3.23524 3.72048 -18.55301
H 1.59157 4.25662 -18.88147
H 1.95611 2.54042 -18.81080
H -0.47773 6.55891 -15.51809
H -1.24539 6.54719 -17.18246
H 0.17668 7.52129 -16.91406
C 7.55291 9.44690 -11.71937
O 6.25628 9.17392 -12.25069
P 5.87709 8.12608 -13.40980
O 6.83692 7.01447 -13.53366
O 5.65563 9.01219 -14.72520
C 5.21637 8.36548 -15.95327
O 4.39524 7.79448 -12.95110
C 4.17143 6.79073 -11.95581
H 8.39125 8.89666 -12.13561
H 7.41751 9.37837 -10.63923
H 7.67146 10.52359 -11.88389
H 4.28139 8.84803 -16.23402
H 5.08209 7.30140 -15.75955
H 5.88851 8.42703 -16.80348
H 3.53733 6.02536 -12.40518
H 3.56085 7.13073 -11.11978
H 5.12785 6.35361 -11.67838
C 1.32084 12.58101 -23.14164
O 0.27030 12.26069 -24.04514
P -1.23843 12.57623 -23.71783
O -2.21323 11.82000 -24.53169
O -1.38433 14.17927 -23.76981
C -2.55586 14.82111 -24.31223
O -1.26120 12.23700 -22.13453
C -2.47932 11.64666 -21.65922
H 1.43795 13.65424 -22.95587
H 2.27802 12.33945 -23.60138
H 1.23413 12.10904 -22.16368
H -2.63328 14.42243 -25.31756
H -2.40925 15.88686 -24.13127
H -3.45364 14.69483 -23.69717
H -3.30706 11.81080 -22.33912
H -2.72442 12.05074 -20.66947
H -2.32804 10.61674 -21.32973
C -0.83218 15.39370 -20.82656
O -0.05500 16.36581 -20.10079
P -0.21879 16.60972 -18.55533
O -0.36988 15.42597 -17.71565
O 1.20269 17.26425 -18.21512
C 1.37027 17.87475 -16.94034
O -1.21319 17.83834 -18.45176
C -2.61914 17.58932 -18.31253
H -0.14261 14.97727 -21.55156
H -1.63057 15.93476 -21.33530
H -1.27092 14.63403 -20.18126
H 2.19039 17.39855 -16.40486
H 0.51891 17.73770 -16.27033
H 1.57638 18.93635 -17.05310
H -2.93737 16.69210 -18.84530
H -3.13973 18.34600 -18.90610
H -2.97763 17.68680 -17.29396
C 2.54099 8.75612 -22.67825
O 3.92559 8.33805 -22.59984
P 4.47735 6.83407 -22.47856
O 5.88897 6.70668 -22.12123
O 3.45997 6.13160 -21.48788
C 3.27515 4.72212 -21.70737
O 4.07804 6.21410 -23.90527
C 4.70257 6.70844 -25.09099
H 1.75153 8.08202 -22.36113
H 2.39696 8.91611 -23.75392
H 2.62551 9.76287 -22.27960
H 3.35062 4.33202 -22.71742
H 2.22740 4.49654 -21.48002
H 3.82483 4.14156 -20.96871
H 4.78796 5.86570 -25.77812
H 5.72077 7.01263 -24.84575
H 4.09284 7.46777 -25.57678
C 4.56221 12.36211 -15.22724
O 4.76243 13.66451 -15.80903
P 4.60656 14.96028 -14.87213
O 4.91472 14.73142 -13.46968
O 5.45165 16.05275 -15.66727
C 5.30659 16.28601 -17.05721
O 3.15002 15.58217 -15.14359
C 1.95255 14.90278 -14.80298
H 5.50484 12.13596 -14.72080
H 4.37371 11.51974 -15.88626
H 3.84148 12.46677 -14.41516
H 4.37069 16.81832 -17.21560
H 5.57929 15.45189 -17.70443
H 6.09033 16.99514 -17.35010
H 2.15019 13.86175 -14.54417
H 1.19626 14.88884 -15.59194
H 1.49803 15.45827 -13.98085
C -1.16280 6.36752 -20.61218
O -1.36709 4.97185 -20.40555
P -1.47994 3.97994 -21.65357
O -0.57330 4.46435 -22.72296
O -1.00583 2.61864 -20.99617
C -0.58236 1.56778 -21.91587
O -3.03918 3.89626 -21.95856
C -3.68455 4.87188 -22.78933
H -0.11048 6.59412 -20.79780
H -1.42711 6.88606 -19.69142
H -1.76603 6.70140 -21.45594
H 0.36597 1.26490 -21.47688
H -0.44177 1.91672 -22.93459
H -1.29559 0.75216 -21.83415
H -4.53718 5.26127 -22.23997
H -4.04769 4.29673 -23.64483
H -3.03713 5.63390 -23.21982
C 8.65815 11.78386 -14.30664
O 9.28984 11.57275 -15.59942
P 8.45384 10.65615 -16.61151
O 7.82435 9.46191 -16.06950
O 7.32436 11.68232 -17.16275
C 7.57490 12.83452 -17.97407
O 9.51955 10.42596 -17.80516
C 9.05173 9.58249 -18.83623
H 8.23557 12.78992 -14.33308
H 9.49382 11.75874 -13.61459
H 7.84358 11.09244 -14.10083
H 7.13635 12.67395 -18.96445
H 8.63166 12.83956 -18.25472
H 7.13396 13.66329 -17.42997
H 8.85090 10.08879 -19.78734
H 8.20422 8.94138 -18.59787
H 9.80431 8.88560 -19.22201
C 2.48304 7.74614 -19.03168
O 1.56980 8.71036 -18.50222
P 1.67342 10.24254 -18.97656
O 0.90386 10.46433 -20.20089
O 1.21678 11.04143 -17.66620
C 0.01283 11.87027 -17.75603
O 3.26996 10.48626 -19.04397
C 4.05663 11.65553 -19.27048
H 3.20508 7.49838 -18.25349
H 3.01928 8.11622 -19.90367
H 1.99442 6.82005 -19.32886
H -0.10713 12.34557 -16.79402
H -0.78212 11.22598 -18.13663
H 0.09971 12.54886 -18.60623
H 4.62812 11.78089 -18.34781
H 3.44704 12.55580 -19.36091
H 4.72104 11.44426 -20.10412
C -3.66567 7.86235 -14.21328
O -4.21260 8.74673 -15.19864
P -4.20641 8.31855 -16.71169
O -2.90153 8.02323 -17.31545
O -4.90725 9.53507 -17.47095
C -4.18123 10.40822 -18.32887
O -5.29872 7.16073 -16.83203
C -6.60384 7.50530 -16.38164
H -4.50086 7.62650 -13.54954
H -2.93355 8.31308 -13.54621
H -3.20934 6.93467 -14.55462
H -4.92246 11.16620 -18.57383
H -3.72030 9.94115 -19.19795
H -3.36371 10.87255 -17.77065
H -7.08068 6.62533 -15.94707
H -7.19420 7.74643 -17.27291
H -6.72980 8.34536 -15.69905
C 1.72523 9.86748 -14.65975
O 0.58387 9.09490 -14.33547
C 0.30405 8.52298 -13.20844
O -0.63558 7.81843 -12.96655
O 1.08379 9.03434 -12.20326
C 0.71712 8.66001 -10.89043
H 2.33591 10.14718 -13.80201
H 1.40130 10.85611 -14.99165
H 2.30999 9.45197 -15.47398
H 1.51428 9.06644 -10.26966
H 0.74025 7.58070 -10.71773
H -0.24706 8.96385 -10.48285
```

Results
F_max   3.19 eV/Å
ΔE to the lowest compared entry with this formula, charge and spin   0.00 kcal/mol
Energy   -7964.64012 hartree
Net charge   0
SMILES   COP(=O)(OC)OC.COP(=O)(OC)OC.COP(=O)(OC)OC.COP(=O)(OC)OC.COP(=O)(OC)OC.COP(=O)(OC)OC.COP(=O)(OC)OC.COP(=O)(OC)OC.COP(=O)(OC)OC.COP(=O)(OC)OC.COC(=O)OC

Atom charges from the Löwdin analysis, given in e for atoms 1 to 2: number 1, C, carries -0.085; number 2, O, carries -0.197